Run A
The following is a quantum chemistry calculation of a gas-phase ion, C6H12NO (charge +1), from the OMol25 dataset.

```
20
Properties=species:S:1:pos:R:3
O -1.967 1.430 -1.595
C -1.507 0.465 -1.065
C -0.497 0.622 0.119
C 0.908 0.111 -0.151
C 1.063 -1.336 0.389
C 0.436 -2.376 -0.123
C 1.902 -1.418 1.602
N -0.498 2.079 0.452
H -1.821 -0.569 -1.288
H -0.892 0.147 1.041
H 1.649 0.688 0.427
H 1.259 0.103 -1.171
H 0.589 -3.396 0.214
H -0.084 -2.275 -1.075
H 2.983 -1.464 1.476
H 1.658 -2.302 2.181
H 1.816 -0.474 2.179
H -0.980 2.638 -0.275
H 0.460 2.436 0.522
H -0.945 2.300 1.342
```

Computed properties:
- highest occupied orbital energy (Ha) = -0.4911
- net charge = +1
- spin multiplicity = 1
- SMILES = C=C(C)C[C@@H]([NH3+])C=O

Run B
The following is a quantum chemistry calculation of 2 unconnected molecules or ions with the total composition C6H12NO, from the OMol25 dataset.

```
20
Properties=species:S:1:pos:R:3
O -2.257 0.302 -0.297
C -1.662 1.346 -0.296
C -0.256 1.407 0.078
C 0.399 0.311 0.757
C 1.572 -0.127 -0.065
C 2.872 0.011 0.274
C 4.054 -0.401 -0.574
N -4.999 -1.780 0.039
H -2.167 2.286 -0.544
H 0.194 2.397 0.129
H 0.558 0.534 1.819
H -0.319 -0.527 0.829
H 1.281 -0.398 -1.074
H 3.093 0.559 1.186
H 4.344 -1.398 -0.242
H 3.760 -0.381 -1.618
H 4.894 0.254 -0.360
H -5.128 -1.589 -0.953
H -4.351 -1.083 0.404
H -5.881 -1.723 0.506
```

Computed properties:
- highest occupied orbital energy (Ha) = -0.4441
- net charge = +1
- spin multiplicity = 1

Stability summary: most stable run A, least stable run B.

Run A
The following is a quantum chemistry calculation of a gas-phase ion, C6H12NO (charge +1), from the OMol25 dataset.

```
20
Properties=species:S:1:pos:R:3
C -1.400 1.934 0.049
C -0.194 2.407 0.163
C -1.781 0.474 0.161
C 0.696 -0.188 -0.220
C -1.125 -1.857 -0.011
C 2.975 0.067 -0.102
N -0.622 -0.463 0.397
O 1.789 -0.420 0.494
H -2.138 2.712 -0.156
H 0.754 2.786 0.386
H -2.491 0.270 1.033
H -2.298 -0.044 -0.709
H 0.905 0.120 -1.296
H -0.504 -2.453 0.649
H -2.073 -1.827 0.440
H -1.118 -2.135 -1.145
H 3.145 -0.283 -1.089
H 3.763 -0.319 0.371
H 3.151 1.067 0.083
H -0.255 -0.320 1.385
```

Computed properties:
- highest occupied orbital energy (alpha / beta) (Ha) = -0.4461 / -0.4356
- net charge = +1
- spin multiplicity = 1

Run B
The following is a quantum chemistry calculation of 2 unconnected molecules or ions with the total composition C6H12NO, from the OMol25 dataset.

```
20
Properties=species:S:1:pos:R:3
C 2.107 1.043 -0.173
C 1.933 -0.301 -0.226
C -0.727 0.800 0.787
C -1.602 1.553 -0.204
C -1.456 -1.659 0.249
C 1.048 -0.970 -1.057
N -0.796 -0.404 -0.108
O -1.424 0.363 -1.118
H 2.749 1.481 0.512
H 1.825 1.736 -1.106
H 2.433 -0.816 0.614
H 0.274 0.917 1.102
H -1.275 0.693 1.700
H -2.608 1.369 0.044
H -1.538 2.531 -0.719
H -2.313 -1.534 0.856
H -1.578 -2.176 -0.699
H -0.877 -2.239 0.868
H 1.046 -2.113 -1.196
H 0.873 -0.474 -2.013
```

Computed properties:
- highest occupied orbital energy (alpha / beta) (Ha) = -0.5074 / -0.5073
- net charge = +1
- spin multiplicity = 1

Stability summary: most stable run B, least stable run A.

Run A
The following is a quantum chemistry calculation of a gas-phase ion, C2H3N4 (charge +1), from the OMol25 dataset.

```
9
Properties=species:S:1:pos:R:3
C 1.766 0.170 -0.069
C -0.120 -1.304 0.048
N 1.151 -0.967 0.019
N 2.132 1.267 -0.136
N -0.882 -0.290 -0.321
N -1.090 0.817 0.041
H -0.535 -2.364 0.171
H -1.542 1.518 -0.754
H -0.881 1.152 1.002
```

Computed properties:
- highest occupied orbital energy (Ha) = -0.5707
- net charge = +1
- spin multiplicity = 1
- SMILES = N#C/N=C\N=[NH2+]

Run B
The following is a quantum chemistry calculation of a molecular structure, C2H3N4, from the OMol25 dataset.

```
9
Properties=species:S:1:pos:R:3
C -1.870 0.407 0.052
C -0.500 -1.049 -0.071
N -1.794 -0.855 0.126
N -0.816 1.153 0.157
N 0.121 0.120 0.106
N 1.347 0.444 0.044
H -0.070 -2.083 0.041
H 1.866 0.522 -0.832
H 1.715 1.342 0.377
```

Computed properties:
- highest occupied orbital energy (alpha / beta) (Ha) = -0.5942 / -0.6049
- net charge = +1
- spin multiplicity = 1

Run C
The following is a quantum chemistry calculation of a molecular structure, C2H3N4, from the OMol25 dataset.

```
9
Properties=species:S:1:pos:R:3
C -1.001 0.872 -0.283
C 1.362 0.043 -0.039
N -2.124 -0.495 0.268
N -0.830 -0.986 0.447
N -2.230 0.679 -0.233
N -0.052 -0.020 0.141
H 1.740 -0.447 0.784
H 1.494 -0.690 -0.782
H 1.641 1.043 -0.302
```

Computed properties:
- highest occupied orbital energy (alpha / beta) (Ha) = -0.6453 / -0.6450
- net charge = +1
- spin multiplicity = 1

Stability summary: most stable run A, least stable run C.

Run A
The following is a quantum chemistry calculation of 8 unconnected molecules or ions with the total composition C36H94N6O14, from the OMol25 dataset.

```
150
Properties=species:S:1:pos:R:3
O -1.348 1.502 5.401
H -1.030 0.594 5.225
H -1.961 1.398 6.134
O -4.000 -3.120 1.276
H -3.493 -2.292 1.323
H -4.443 -3.069 0.421
C -5.274 5.406 0.001
O -4.841 5.144 -1.315
C -4.383 6.218 -2.071
C -2.853 6.200 -2.287
N -2.131 6.600 -1.095
C -0.678 6.470 -1.060
C -0.255 5.010 -1.004
O 1.149 4.959 -1.142
C 1.685 3.683 -1.001
H -4.813 6.288 0.465
H -5.052 4.647 0.750
H -6.350 5.589 -0.052
H -4.602 7.199 -1.634
H -4.802 6.274 -3.077
H -2.698 6.940 -3.088
H -2.466 5.305 -2.786
H -2.675 6.587 -0.255
H -0.445 6.987 -0.132
H -0.208 6.895 -1.948
H -0.692 4.387 -1.792
H -0.582 4.641 -0.023
H 1.301 3.127 -0.133
H 2.767 3.620 -0.883
H 1.410 3.059 -1.866
C 3.514 1.394 -4.308
O 4.153 1.777 -5.490
C 4.634 3.105 -5.469
C 5.963 3.260 -4.681
N 7.146 2.963 -5.485
C 7.303 1.509 -5.731
C 8.620 1.294 -6.439
O 8.792 -0.102 -6.582
C 9.875 -0.436 -7.409
H 2.515 1.831 -4.140
H 4.011 1.663 -3.370
H 3.306 0.331 -4.430
H 3.829 3.771 -5.129
H 4.810 3.498 -6.475
H 5.840 2.582 -3.834
H 6.010 4.261 -4.249
H 6.994 3.432 -6.371
H 6.487 1.171 -6.378
H 7.182 0.932 -4.817
H 9.439 1.797 -5.908
H 8.618 1.765 -7.433
H 10.855 -0.185 -6.999
H 9.778 0.091 -8.378
H 9.727 -1.455 -7.776
C -2.044 -7.287 -1.155
O -3.188 -6.942 -1.872
C -3.004 -6.957 -3.276
C -4.357 -6.539 -3.877
N -4.915 -5.318 -3.375
C -4.062 -4.144 -3.411
C -3.987 -3.415 -2.059
O -5.202 -2.728 -1.755
C -5.256 -1.454 -2.354
H -2.070 -7.100 -0.085
H -1.117 -6.847 -1.558
H -1.858 -8.365 -1.322
H -2.755 -7.963 -3.629
H -2.224 -6.218 -3.489
H -4.975 -7.355 -3.475
H -4.444 -6.740 -4.947
H -5.348 -5.368 -2.469
H -4.450 -3.393 -4.115
H -3.049 -4.235 -3.816
H -3.168 -2.689 -2.075
H -3.768 -4.143 -1.278
H -6.039 -0.824 -1.936
H -5.360 -1.575 -3.436
H -4.336 -0.896 -2.128
C 0.052 -0.749 -2.954
O -0.599 -0.535 -1.705
C 0.050 -1.101 -0.575
C -0.935 -1.705 0.414
N -2.109 -0.852 0.742
C -1.732 0.035 1.864
C -2.397 1.393 1.690
O -1.996 1.905 0.441
C -2.811 2.943 -0.032
H 0.038 -1.793 -3.264
H 1.047 -0.310 -2.853
H -0.523 -0.112 -3.621
H 0.722 -0.400 -0.075
H 0.632 -1.934 -0.984
H -0.427 -1.817 1.371
H -1.261 -2.691 0.076
H -2.118 -0.216 -0.060
H -0.648 0.221 1.816
H -1.910 -0.516 2.787
H -2.227 2.126 2.481
H -3.471 1.152 1.701
H -2.787 3.884 0.532
H -3.840 2.595 -0.152
H -2.409 3.258 -0.996
C 0.839 -4.295 1.696
O 1.634 -3.139 1.531
C 2.654 -3.463 0.595
C 3.542 -2.266 0.384
N 3.965 -1.637 1.636
C 4.686 -0.388 1.446
C 4.050 0.664 0.527
O 2.679 0.938 0.831
C 2.527 1.436 2.150
H 0.435 -4.726 0.775
H -0.005 -4.104 2.358
H 1.419 -5.081 2.193
H 2.244 -3.722 -0.389
H 3.191 -4.369 0.894
H 2.984 -1.531 -0.212
H 4.434 -2.540 -0.187
H 3.081 -1.346 2.055
H 5.666 -0.607 0.997
H 5.049 0.045 2.380
H 4.071 0.318 -0.502
H 4.629 1.580 0.679
H 1.459 1.556 2.336
H 3.018 2.411 2.220
H 2.875 0.730 2.909
C -0.749 -2.320 4.467
O -1.493 -1.260 5.083
C -2.723 -1.760 5.622
C -3.368 -0.787 6.589
N -2.509 -0.502 7.710
C -3.026 -0.320 9.065
C -2.141 0.645 9.846
O -0.967 0.041 10.369
C 0.230 0.107 9.594
H 0.102 -1.916 3.927
H -1.408 -3.003 3.928
H -0.344 -2.857 5.335
H -2.497 -2.702 6.130
H -3.432 -1.973 4.817
H -4.231 -1.378 6.936
H -3.803 0.090 6.104
H -1.600 -0.927 7.660
H -3.111 -1.297 9.548
H -3.987 0.181 8.930
H -2.688 0.899 10.762
H -1.916 1.582 9.333
H 0.849 -0.709 9.958
H 0.720 1.079 9.592
H -0.041 -0.160 8.569
```

Computed properties:
- highest occupied orbital energy (Ha) = -0.3087
- spin multiplicity = 1
- SMILES = COCCNCCOC.COCCNCCOC.COCCNCCOC.COCCNCCOC.COCCNCCOC.COCCNCCOC.O.O

Run B
The following is a quantum chemistry calculation of 8 unconnected molecules or ions with the total composition C36H94N6O14, from the OMol25 dataset.

```
150
Properties=species:S:1:pos:R:3
C 20.303 14.123 16.579
O 21.431 14.843 17.188
C 21.640 16.138 16.761
C 22.711 16.700 17.734
N 24.002 16.097 17.435
C 24.964 16.374 18.497
C 24.897 15.270 19.561
O 25.022 13.864 19.186
C 26.288 13.593 18.521
H 20.228 13.110 16.975
H 20.265 14.311 15.506
H 19.382 14.629 16.871
H 20.719 16.699 16.923
H 21.981 16.296 15.738
H 22.293 16.837 18.732
H 22.823 17.768 17.546
H 23.683 15.163 17.649
H 24.944 17.393 18.886
H 25.999 16.237 18.185
H 23.888 15.239 19.972
H 25.521 15.576 20.400
H 26.501 14.392 17.811
H 26.363 12.625 18.024
H 27.128 13.591 19.215
C 16.619 7.458 14.138
O 16.188 8.530 13.416
C 17.053 8.994 12.366
C 16.199 9.720 11.282
N 16.508 11.163 11.366
C 15.761 12.052 10.461
C 15.717 13.497 10.893
O 15.059 13.563 12.176
C 15.211 14.800 12.744
H 16.178 6.532 13.768
H 16.162 7.706 15.096
H 17.691 7.296 14.255
H 17.707 8.233 11.940
H 17.832 9.609 12.817
H 15.125 9.624 11.446
H 16.467 9.178 10.375
H 16.288 11.515 12.286
H 14.730 11.706 10.534
H 16.054 12.013 9.412
H 15.203 14.184 10.221
H 16.718 13.929 10.859
H 16.296 14.903 12.736
H 14.744 14.842 13.728
H 14.747 15.610 12.180
C 18.449 16.974 12.637
O 19.821 16.588 12.845
C 20.470 16.398 11.594
C 21.789 15.745 11.707
N 21.731 14.717 12.787
C 22.972 13.898 12.623
C 23.085 12.643 13.666
O 21.834 11.879 13.584
C 21.555 11.004 14.654
H 18.042 16.783 13.630
H 17.859 16.282 12.037
H 18.341 18.012 12.321
H 20.418 17.373 11.110
H 19.960 15.779 10.857
H 22.529 16.512 11.933
H 22.195 15.376 10.765
H 21.891 15.188 13.666
H 23.904 14.455 12.530
H 22.901 13.374 11.670
H 23.215 13.091 14.652
H 23.968 12.105 13.320
H 22.547 10.714 15.001
H 20.897 10.173 14.399
H 21.021 11.572 15.415
C 15.931 19.952 23.241
O 16.822 18.991 22.837
C 17.102 17.934 23.849
C 17.987 16.722 23.281
N 17.549 15.959 22.109
C 16.293 15.236 21.991
C 16.200 14.819 20.500
O 15.717 15.662 19.473
C 15.695 15.111 18.164
H 15.817 20.802 22.568
H 16.191 20.331 24.229
H 14.907 19.583 23.295
H 16.122 17.496 24.040
H 17.728 18.344 24.642
H 18.067 15.886 23.976
H 19.037 16.995 23.177
H 17.562 16.632 21.356
H 15.461 15.882 22.270
H 16.209 14.295 22.535
H 15.352 14.139 20.579
H 17.178 14.497 20.145
H 16.723 14.926 17.852
H 15.350 15.745 17.347
H 15.095 14.202 18.149
C 17.669 17.688 16.636
O 18.339 18.089 17.801
C 18.505 17.040 18.777
C 19.605 17.410 19.797
N 20.018 16.300 20.690
C 21.206 16.557 21.390
C 21.433 15.430 22.429
O 22.314 14.315 22.014
C 21.644 13.613 20.916
H 18.157 16.825 16.183
H 17.767 18.473 15.887
H 16.640 17.588 16.981
H 18.580 16.026 18.384
H 17.581 16.999 19.353
H 19.136 18.177 20.413
H 20.505 17.895 19.418
H 19.299 16.241 21.397
H 21.059 17.519 21.881
H 21.984 16.688 20.639
H 20.581 15.079 23.011
H 21.967 15.913 23.248
H 21.922 14.083 19.973
H 20.557 13.673 20.848
H 21.859 12.545 20.922
C 16.456 11.641 17.277
O 16.013 10.666 18.227
C 15.394 11.140 19.421
C 16.012 10.343 20.567
N 15.409 10.726 21.927
C 13.983 10.319 22.151
C 13.408 11.291 23.184
O 13.891 12.596 23.124
C 14.535 13.103 24.278
H 16.727 11.118 16.359
H 17.264 12.226 17.716
H 15.669 12.267 16.856
H 14.320 11.048 19.577
H 15.690 12.189 19.442
H 17.100 10.329 20.630
H 15.653 9.319 20.676
H 15.843 11.552 22.314
H 13.914 9.261 22.407
H 13.313 10.381 21.294
H 13.524 10.785 24.142
H 12.323 11.358 23.099
H 14.898 14.130 24.332
H 15.435 12.514 24.453
H 13.837 13.021 25.111
O 19.251 13.547 13.046
H 19.748 14.339 12.842
H 19.918 12.870 13.165
O 17.189 14.533 14.985
H 16.727 13.722 14.775
H 18.033 14.451 14.540
```

Computed properties:
- highest occupied orbital energy (Ha) = -0.3031
- spin multiplicity = 1
- SMILES = COCCNCCOC.COCCNCCOC.COCCNCCOC.COCCNCCOC.COCCNCCOC.COCCNCCOC.O.O

Stability summary: most stable run A, least stable run B.

Run A
The following is a quantum chemistry calculation of 4 unconnected molecules or ions with the total composition C2H10O4, from the OMol25 dataset.

```
16
Properties=species:S:1:pos:R:3
C 2.776 -0.663 0.909
C 1.895 -0.200 0.038
O 0.560 -0.310 0.329
H 3.847 -0.491 0.850
H 2.470 -1.080 1.895
H 2.212 0.108 -0.928
H 0.103 0.479 0.077
H -1.280 1.915 -0.711
H -0.667 2.953 0.281
O -0.447 2.174 -0.273
H -0.502 -1.579 -0.417
H -1.004 -2.996 -0.315
O -1.162 -2.216 -0.899
H -2.755 0.182 0.364
H -2.964 0.745 -1.066
O -3.082 0.977 -0.135
```

Computed properties:
- highest occupied orbital energy (Ha) = -0.3447
- spin multiplicity = 1
- SMILES = C=CO.O.O.O

Run B
The following is a quantum chemistry calculation of a molecular structure, C2H10O4, from the OMol25 dataset.

```
16
Properties=species:S:1:pos:R:3
O 0.351 0.486 -1.481
C -0.134 1.523 -0.818
C -1.453 1.888 -0.858
H 0.675 2.159 -0.485
H -0.914 1.198 0.163
H -1.684 2.915 -0.625
H -2.263 1.191 -1.056
H 1.683 0.892 2.079
H 1.008 -0.436 1.458
O 1.190 0.600 1.309
H -0.307 -2.695 -0.983
H -0.089 -0.357 -1.159
O -0.624 -1.895 -0.557
H -0.111 -1.831 0.362
H 0.154 -2.065 2.450
O 0.560 -1.774 1.633
```

Computed properties:
- highest occupied orbital energy (Ha) = -0.3095
- spin multiplicity = 1

Stability summary: most stable run A, least stable run B.